No. 1
Below is a molecular structure, C48H123AgN5O14 at a distorted geometry, with properties calculated with ωB97M-V/def2-TZVPD.

Properties
2S+1	2
<S²>	0.7558
frontier orbital gap (spin up / spin down)	6.693 / 5.485	eV

Atoms and positions in Å:
Ag 1.557 -0.310 3.212
C 6.116 0.709 0.986
C 6.029 1.068 2.523
C 7.334 1.931 2.721
C 7.238 3.319 2.088
C 6.047 3.925 2.702
C 4.637 3.259 2.373
N 4.803 1.834 2.800
O 3.568 1.028 2.768
C 4.305 3.599 0.836
C 3.542 3.964 3.231
C 6.224 -0.132 3.468
H 6.410 -0.328 0.824
H 6.572 1.360 0.240
H 5.109 0.602 0.583
H 8.110 1.555 2.054
H 7.607 1.920 3.776
H 6.945 3.340 1.038
H 8.093 3.961 2.304
H 6.065 4.975 2.412
H 6.212 3.800 3.773
H 3.874 4.586 0.667
H 3.643 2.842 0.416
H 5.183 3.484 0.200
H 3.448 5.049 3.286
H 3.620 3.635 4.268
H 2.537 3.643 2.961
H 7.211 -0.592 3.520
H 5.659 -0.991 3.105
H 5.954 0.173 4.479
C 1.575 1.436 -0.484
C 0.250 0.846 -0.894
C 0.509 0.177 -2.270
C -0.595 -0.755 -2.853
C -1.019 -1.620 -1.683
C -1.253 -1.048 -0.236
N -0.089 -0.252 0.094
O -0.176 0.342 1.535
C -1.407 -2.290 0.674
C -2.695 -0.353 -0.181
C -0.764 2.030 -1.108
H 2.378 0.733 -0.259
H 1.486 2.104 0.372
H 1.998 1.996 -1.319
H 1.458 -0.338 -2.123
H 0.510 0.988 -2.999
H -0.403 -1.315 -3.768
H -1.421 -0.099 -3.128
H -0.157 -2.262 -1.504
H -1.801 -2.330 -1.953
H -1.632 -1.898 1.666
H -0.449 -2.809 0.682
H -2.045 -3.056 0.232
H -3.467 -1.054 0.138
H -2.935 0.240 -1.063
H -2.678 0.449 0.557
H -1.374 2.229 -0.226
H -1.473 1.730 -1.880
H -0.342 2.969 -1.466
C 0.128 5.699 -0.492
C 0.504 5.575 0.909
C 1.464 6.718 1.360
O -0.671 5.616 1.618
H 0.868 5.223 -1.135
H -0.075 6.663 -0.960
H -0.670 4.962 -0.585
H 0.883 4.586 1.169
H 1.183 7.699 0.976
H 2.373 6.424 0.834
H 1.510 6.887 2.436
H -1.062 4.740 1.651
C 1.609 -6.673 2.594
C 0.717 -5.599 2.028
C -0.734 -5.969 1.744
O 0.638 -4.465 2.896
H 1.037 -7.507 3.002
H 2.368 -6.397 3.326
H 2.137 -7.165 1.778
H 1.297 -5.173 1.210
H -1.271 -6.433 2.571
H -0.707 -6.602 0.857
H -1.393 -5.161 1.429
H 0.526 -4.947 3.719
C -2.670 4.044 -4.252
C -1.749 5.065 -3.496
C -1.235 6.195 -4.461
O -2.404 5.734 -2.437
H -3.675 4.459 -4.334
H -2.777 3.020 -3.894
H -2.285 3.875 -5.258
H -0.963 4.649 -2.866
H -1.974 6.679 -5.099
H -0.588 5.729 -5.204
H -0.599 6.983 -4.055
H -2.927 5.069 -1.983
C 3.806 4.593 -2.700
C 3.567 4.622 -4.251
C 2.141 4.261 -4.585
O 3.943 5.900 -4.700
H 4.855 4.822 -2.518
H 3.448 3.695 -2.197
H 3.418 5.477 -2.194
H 4.092 3.744 -4.626
H 1.893 3.200 -4.595
H 2.030 4.613 -5.611
H 1.350 4.701 -3.978
H 4.893 5.888 -4.841
C -3.705 -0.455 -4.735
C -4.000 -0.548 -6.203
C -2.786 -0.411 -7.115
O -4.739 -1.727 -6.422
H -4.580 -0.372 -4.089
H -3.257 0.528 -4.588
H -3.078 -1.271 -4.375
H -4.636 0.299 -6.460
H -3.025 0.013 -8.091
H -2.274 -1.354 -7.304
H -2.020 0.243 -6.699
H -5.652 -1.574 -6.169
C -4.142 -3.142 3.392
C -3.969 -3.449 4.952
C -4.841 -2.803 6.056
O -3.878 -4.786 5.040
H -4.764 -3.822 2.808
H -3.200 -3.193 2.846
H -4.565 -2.154 3.212
H -2.964 -3.115 5.212
H -5.031 -1.737 5.928
H -4.416 -2.915 7.054
H -5.783 -3.334 6.194
H -4.731 -5.131 5.313
O -5.408 -3.118 0.284
H -4.506 -3.175 0.598
H -5.559 -3.950 -0.165
O -1.150 3.066 2.710
H -1.105 2.417 2.009
H -0.537 2.747 3.373
O 0.032 -2.011 4.039
H -0.519 -2.118 4.814
H -0.088 -2.822 3.545
C 4.191 -3.298 2.548
C 3.476 -2.387 1.505
C 3.635 -2.802 -0.037
O 2.888 -4.021 -0.181
C 3.161 -4.707 -1.355
N 2.084 -2.145 1.881
H 5.205 -3.604 2.291
H 3.699 -4.267 2.635
H 4.403 -2.762 3.473
H 4.022 -1.456 1.350
H 4.705 -2.911 -0.217
H 3.233 -2.081 -0.748
H 2.607 -4.255 -2.177
H 2.782 -5.725 -1.266
H 4.241 -4.702 -1.506
H 1.613 -2.039 0.994
H 1.798 -3.089 2.095
C -2.412 -6.338 -4.661
C -1.863 -5.600 -3.473
C -0.462 -5.133 -3.655
O 0.321 -6.268 -4.033
C 1.116 -6.287 -5.127
N -2.694 -4.434 -3.200
H -2.151 -5.843 -5.596
H -3.498 -6.399 -4.732
H -1.941 -7.318 -4.577
H -1.964 -6.290 -2.635
H -0.050 -4.713 -2.737
H -0.383 -4.268 -4.315
H 0.814 -5.764 -6.034
H 1.139 -7.332 -5.437
H 2.117 -5.983 -4.819
H -2.322 -3.939 -2.402
H -2.878 -3.817 -3.979
C -5.056 1.056 2.540
C -4.981 2.251 3.442
C -6.247 2.389 4.368
O -6.585 1.086 4.899
C -7.953 1.024 5.385
N -3.721 2.080 4.211
H -4.987 0.056 2.968
H -4.321 1.255 1.760
H -5.965 1.077 1.940
H -4.940 3.142 2.816
H -7.102 2.653 3.746
H -6.258 3.200 5.096
H -8.816 1.043 4.719
H -8.040 1.821 6.123
H -7.990 0.090 5.945
H -2.914 2.047 3.605
H -3.768 1.164 4.635

=====

No. 2
Below is 13 unconnected molecules or ions with the total composition C48H125N3O16 at a distorted geometry, with properties calculated with ωB97M-V/def2-TZVPD.

Properties
net charge	+1
2S+1	2
<S²>	0.7541
frontier orbital gap (spin up / spin down)	9.089 / 3.590	eV

Atoms and positions in Å:
C 0.053 1.007 -5.945
O -1.122 0.903 -5.199
C -0.977 0.564 -3.842
C -2.405 0.397 -3.228
N -3.292 1.526 -3.454
C -2.939 2.680 -2.707
C -3.900 3.754 -3.020
O -3.529 4.458 -4.184
C -3.834 3.891 -5.467
H 0.446 0.008 -6.136
H 0.799 1.616 -5.434
H -0.084 1.557 -6.877
H -0.447 1.296 -3.231
H -0.316 -0.299 -3.761
H -2.296 0.162 -2.169
H -2.857 -0.530 -3.581
H -3.015 1.806 -4.384
H -1.934 3.054 -2.904
H -2.927 2.460 -1.640
H -3.892 4.479 -2.205
H -4.928 3.402 -3.106
H -3.193 3.040 -5.695
H -3.701 4.650 -6.238
H -4.859 3.534 -5.564
C -3.923 -0.925 -0.210
O -2.527 -0.768 -0.030
C -1.977 -1.906 0.647
C -0.478 -1.606 1.016
N 0.331 -1.364 -0.170
C 1.669 -0.948 0.310
C 2.596 -0.635 -0.893
O 2.059 0.499 -1.553
C 2.556 0.643 -2.912
H -4.571 -0.957 0.666
H -4.241 -1.802 -0.774
H -4.278 -0.056 -0.763
H -2.021 -2.869 0.140
H -2.447 -1.931 1.630
H -0.055 -2.420 1.606
H -0.358 -0.791 1.730
H -0.053 -0.593 -0.697
H 2.175 -1.676 0.944
H 1.547 0.000 0.835
H 2.636 -1.503 -1.550
H 3.582 -0.375 -0.507
H 3.636 0.527 -2.991
H 2.194 1.556 -3.385
H 2.077 -0.121 -3.525
C 1.604 5.442 5.701
O 2.078 4.904 4.442
C 2.395 3.518 4.561
C 2.856 3.135 3.162
N 3.621 1.885 3.161
C 4.103 1.533 1.846
C 4.994 0.283 1.846
O 4.193 -0.859 2.290
C 4.950 -2.040 2.321
H 1.312 6.468 5.475
H 2.316 5.375 6.523
H 0.649 4.983 5.957
H 1.510 3.023 4.963
H 3.135 3.424 5.356
H 3.453 3.921 2.700
H 1.955 3.044 2.555
H 2.931 1.169 3.341
H 4.631 2.387 1.423
H 3.248 1.381 1.186
H 5.848 0.497 2.488
H 5.441 0.079 0.873
H 5.696 -2.060 3.116
H 5.439 -2.300 1.382
H 4.237 -2.803 2.633
C -7.797 0.099 0.026
C -7.746 1.582 -0.426
C -6.472 2.367 0.024
O -7.744 1.607 -1.834
H -7.885 0.045 1.111
H -6.896 -0.458 -0.230
H -8.631 -0.449 -0.412
H -8.657 2.061 -0.065
H -6.351 3.299 -0.527
H -5.567 1.773 -0.106
H -6.602 2.519 1.096
H -6.996 1.109 -2.172
C 4.725 -5.920 0.353
C 5.121 -5.071 -0.828
C 4.923 -5.860 -2.100
O 4.373 -3.831 -0.800
H 3.848 -6.546 0.188
H 4.643 -5.277 1.230
H 5.533 -6.636 0.500
H 6.178 -4.844 -0.689
H 3.863 -6.072 -2.238
H 5.263 -6.881 -1.923
H 5.398 -5.507 -3.015
H 3.440 -4.000 -0.952
C 6.055 1.323 -2.458
C 7.448 1.456 -1.895
C 7.723 2.872 -1.445
O 7.602 0.575 -0.764
H 5.321 1.604 -1.703
H 5.947 0.305 -2.833
H 5.918 2.003 -3.299
H 8.163 1.189 -2.674
H 7.333 3.583 -2.173
H 8.778 3.058 -1.244
H 7.344 3.199 -0.476
H 7.161 -0.263 -0.922
C -0.201 4.565 0.837
C 0.376 3.615 -0.199
C 1.781 4.010 -0.642
O 0.455 2.308 0.346
H 0.404 4.614 1.742
H -1.265 4.373 0.972
H -0.197 5.562 0.397
H -0.295 3.641 -1.058
H 2.456 4.053 0.212
H 1.756 4.949 -1.194
H 2.155 3.221 -1.295
H 1.065 1.775 -0.169
C -0.103 -5.464 -1.511
C 1.054 -4.526 -1.996
C 0.268 -3.537 -2.911
O 1.559 -3.789 -0.849
H 0.392 -6.277 -0.979
H -0.738 -5.883 -2.292
H -0.774 -4.949 -0.823
H 1.790 -5.058 -2.597
H 0.887 -2.698 -3.230
H -0.532 -3.081 -2.329
H -0.087 -4.053 -3.804
H 1.029 -3.018 -0.635
C 4.829 1.797 -5.829
C 3.932 0.819 -6.475
C 4.716 0.168 -7.704
O 3.489 -0.080 -5.518
H 4.451 2.112 -4.856
H 4.994 2.714 -6.394
H 5.831 1.413 -5.641
H 3.082 1.378 -6.866
H 5.302 0.896 -8.265
H 4.079 -0.383 -8.395
H 5.369 -0.589 -7.270
H 3.147 -0.875 -5.934
C -6.073 1.230 3.641
C -7.537 1.234 4.211
C -7.771 0.157 5.338
O -7.829 2.441 4.857
H -5.934 0.380 2.973
H -5.342 1.091 4.437
H -5.876 2.155 3.099
H -8.134 1.272 3.300
H -8.781 -0.182 5.568
H -7.238 0.476 6.233
H -7.193 -0.711 5.018
H -8.777 2.465 5.009
C -2.379 1.829 1.960
C -1.433 1.890 3.160
C -2.024 1.240 4.404
O -0.225 1.247 2.909
H -2.071 2.314 1.034
H -3.338 2.296 2.184
H -2.537 0.757 1.834
H -1.213 2.954 3.244
H -2.100 0.153 4.388
H -2.958 1.700 4.727
H -1.333 1.537 5.192
H 0.124 1.562 2.072
C 2.618 -2.107 5.072
C 1.480 -1.467 4.208
C 0.114 -2.007 4.505
O 1.527 -0.083 4.368
H 2.696 -3.192 5.012
H 2.470 -1.887 6.129
H 3.545 -1.718 4.651
H 1.826 -1.515 3.176
H -0.012 -3.087 4.420
H -0.650 -1.525 3.894
H -0.213 -1.752 5.513
H 0.763 0.328 3.957
C -5.159 -3.793 1.776
C -5.142 -5.253 2.144
C -3.896 -6.038 1.631
O -5.063 -5.268 3.523
H -5.421 -3.586 0.739
H -4.174 -3.350 1.919
H -5.895 -3.261 2.379
H -6.061 -5.639 1.703
H -3.665 -5.846 0.584
H -4.175 -7.083 1.766
H -3.040 -5.738 2.235
H -5.291 -6.144 3.843